Density functional theory data (ωB97M-V with the def2-TZVPD basis set) for a 14-piece molecular cluster, C46H90F27N6O20P overall.

Geometry as XYZ:
```
190
Properties=species:S:1:pos:R:3:forces:R:3
C -0.276 -3.628 -2.826 -0.25 -0.15 -0.05
C 0.190 -4.452 -1.658 0.85 1.69 -1.92
O 1.174 -4.253 -1.041 -0.64 -0.77 0.70
N -0.627 -5.682 -1.348 0.27 -1.07 0.22
H -1.159 -6.107 -2.109 -0.57 1.10 -0.26
H 0.070 -6.429 -1.264 0.16 0.24 1.14
C -1.467 -5.395 -0.112 0.14 -1.77 -0.84
H -0.729 -2.709 -2.444 -0.01 -0.35 -0.23
H -0.966 -4.110 -3.518 -0.06 -0.15 0.15
H 0.609 -3.334 -3.389 0.03 0.05 0.07
H -2.074 -6.294 -0.010 -0.34 0.21 0.20
H -2.084 -4.523 -0.306 0.23 0.04 0.04
H -0.833 -5.320 0.766 0.20 0.07 -0.99
C -5.678 0.525 5.173 0.63 0.36 1.18
C -4.328 1.205 5.098 -0.71 -0.67 -2.05
O -3.779 1.791 5.967 -3.30 -2.08 -0.06
N -3.604 0.931 3.793 -1.77 -1.96 1.87
H -4.296 0.502 3.160 -0.06 -0.76 -0.08
H -3.280 1.761 3.256 0.30 0.16 -0.48
C -2.456 -0.031 4.079 -0.82 1.08 0.61
H -6.371 0.648 4.347 0.40 -0.23 -0.32
H -6.141 0.833 6.109 -0.05 0.15 -0.05
H -5.365 -0.512 5.326 -0.44 -0.27 -0.51
H -1.919 0.413 4.914 0.24 0.03 -0.48
H -1.865 -0.131 3.176 -0.10 0.24 0.27
H -2.852 -0.971 4.452 -0.18 -0.03 -0.49
C 1.262 1.397 4.120 -0.44 -0.60 -1.87
C 2.459 0.500 4.069 0.71 0.11 0.14
O 3.151 0.271 5.009 0.28 -0.15 0.24
N 2.795 -0.218 2.769 -0.68 0.48 0.72
H 1.939 -0.745 2.528 -0.50 -0.74 0.07
H 2.863 0.452 1.976 0.02 1.00 -0.52
C 3.957 -1.153 2.837 -0.73 0.30 0.08
H 0.426 0.693 4.031 -0.25 0.07 0.26
H 1.204 1.971 3.189 0.15 0.08 -0.02
H 1.139 2.061 4.968 0.52 -0.38 0.28
H 4.180 -1.441 1.807 0.00 -0.17 -0.03
H 3.582 -1.979 3.437 0.48 -0.22 -0.05
H 4.785 -0.633 3.309 0.00 -0.10 0.02
C -0.878 0.221 0.222 -0.72 -0.11 -0.13
C -0.088 -0.804 -0.542 0.55 0.32 1.56
O -0.439 -1.934 -0.646 -0.05 0.06 -0.33
N 1.256 -0.382 -1.018 -0.02 -0.41 -0.25
H 1.534 0.451 -0.484 0.54 0.82 0.51
H 1.979 -1.084 -0.790 0.58 -0.63 0.27
C 1.288 -0.077 -2.504 0.60 0.38 0.93
H -1.462 -0.335 0.953 0.48 0.22 -0.13
H -1.642 0.630 -0.444 0.18 0.26 -0.16
H -0.361 1.039 0.720 0.44 -0.10 -0.31
H 2.128 0.596 -2.677 -0.24 0.33 0.16
H 0.338 0.428 -2.647 0.16 -0.27 -1.04
H 1.576 -0.954 -3.076 -0.90 -0.20 -0.02
C -0.437 4.607 -0.915 1.05 0.55 -1.42
C -0.129 3.866 -2.201 -0.88 -0.74 0.44
O -0.266 2.702 -2.314 0.23 -0.36 -0.65
N 0.279 4.671 -3.456 -1.57 0.78 -0.07
H -0.299 5.510 -3.403 0.27 0.27 0.27
H 1.253 4.987 -3.449 0.59 -0.26 0.32
C -0.031 4.126 -4.849 0.13 -0.97 1.13
H -0.431 3.876 -0.113 0.13 0.10 0.01
H -1.385 5.144 -0.945 -0.01 -0.06 -0.20
H 0.386 5.323 -0.857 -0.20 0.18 0.75
H 0.214 4.944 -5.519 0.21 -0.35 -0.25
H -1.081 3.847 -4.905 -0.06 0.24 0.10
H 0.531 3.196 -4.938 0.28 0.23 -0.56
C -5.610 3.560 0.198 -0.07 0.34 -0.97
C -5.984 2.132 -0.067 -0.22 1.15 0.36
O -7.105 1.804 -0.298 0.41 -0.69 -0.17
N -4.899 1.141 0.048 -0.59 0.16 -0.75
H -4.132 1.451 0.645 0.78 0.94 0.06
H -5.245 0.356 0.620 -0.70 -1.47 0.51
C -4.397 0.730 -1.332 0.15 -0.12 1.36
H -4.842 3.990 -0.448 0.61 -0.70 0.22
H -5.300 3.656 1.237 -0.09 0.29 -0.01
H -6.457 4.158 -0.136 -0.35 -0.06 0.86
H -3.801 1.567 -1.685 0.12 -0.22 -0.25
H -5.214 0.483 -2.002 -0.07 0.03 0.16
H -3.818 -0.152 -1.075 0.26 0.02 -0.73
C 3.355 2.525 0.608 -0.49 -1.70 -0.58
O 4.532 2.052 1.239 -0.02 -0.30 -0.27
O 2.336 1.621 0.772 -0.21 0.91 0.27
C 3.160 3.997 1.017 0.72 -1.34 0.66
F 2.032 4.467 0.476 -0.54 0.56 0.11
F 3.147 4.249 2.357 -0.39 -0.06 -0.55
F 4.181 4.685 0.504 0.08 0.60 0.03
C 5.485 1.637 0.233 0.73 0.75 1.39
C 6.642 0.960 0.950 -1.00 -0.39 -0.55
H 6.985 1.578 1.778 0.50 0.09 -0.29
H 6.297 0.010 1.356 -0.07 -0.06 0.09
H 7.335 0.691 0.152 0.61 0.29 0.47
H 5.818 2.586 -0.190 0.20 -0.22 -0.50
H 5.098 0.972 -0.540 -0.51 0.02 0.18
H 3.608 2.638 -0.456 -0.15 0.17 -0.16
C -0.577 -2.317 3.184 1.07 2.27 -0.81
O -0.555 -1.595 4.474 -0.09 -2.26 0.91
O 0.551 -2.071 2.517 -0.58 -0.84 0.11
C -1.005 -3.812 3.321 0.79 1.05 -0.29
F -1.267 -4.403 2.106 0.35 0.95 1.75
F -0.046 -4.547 3.882 -0.23 -0.66 0.23
F -2.154 -3.923 4.018 0.61 -0.48 -0.11
C 0.315 -2.127 5.503 -0.90 1.86 0.14
C -0.198 -1.506 6.811 0.56 -0.28 -0.13
H 0.437 -1.833 7.638 -0.09 -0.08 0.07
H -0.121 -0.418 6.790 -0.15 0.03 -0.15
H -1.229 -1.806 7.003 -0.03 0.04 0.01
H 1.295 -1.700 5.295 0.41 -0.69 0.11
H 0.293 -3.209 5.601 0.19 0.02 -0.33
H -1.469 -1.812 2.777 0.56 -0.84 0.12
C 5.239 4.258 -3.168 4.12 3.17 0.22
O 6.167 3.255 -3.745 -1.98 -1.13 -0.01
O 5.764 5.468 -3.445 -1.79 -0.85 -0.60
C 3.798 4.019 -3.626 2.17 -2.10 -0.82
F 3.695 3.653 -4.918 -0.25 0.22 0.51
F 3.313 2.971 -2.882 -1.10 0.44 -0.15
F 2.982 5.068 -3.479 -0.82 0.79 0.55
C 6.053 1.927 -3.213 2.48 0.18 -0.81
C 7.077 1.057 -3.989 0.35 0.24 -0.25
H 6.939 1.082 -5.073 -0.92 -0.47 0.08
H 8.128 1.370 -4.010 -0.12 0.65 0.96
H 7.112 0.053 -3.567 -0.32 -0.25 -0.33
H 5.096 1.406 -3.257 -0.31 0.43 -0.18
H 6.412 1.959 -2.182 -0.31 -0.09 0.23
H 5.412 4.182 -2.082 -1.27 -1.07 0.47
C 4.546 -2.276 -1.474 -1.69 0.03 2.77
O 3.769 -3.441 -1.831 0.57 -0.44 -2.12
O 3.977 -1.906 -0.306 0.58 0.99 -0.70
C 6.079 -2.609 -1.282 -1.30 0.53 -0.50
F 6.686 -2.592 -2.500 0.36 -0.60 0.02
F 6.738 -1.690 -0.561 -0.15 -0.01 0.13
F 6.269 -3.791 -0.681 0.29 -0.11 -0.30
C 3.989 -3.952 -3.167 1.19 -0.38 1.56
C 3.136 -5.173 -3.366 -0.79 -0.04 -0.80
H 3.254 -5.484 -4.407 -0.03 -0.18 0.02
H 3.352 -6.029 -2.726 0.33 0.22 0.20
H 2.077 -4.934 -3.237 0.17 0.00 -0.10
H 5.035 -4.277 -3.201 0.08 -0.05 -0.30
H 3.889 -3.228 -3.979 -0.46 0.30 0.18
H 4.442 -1.540 -2.284 0.39 0.10 -0.41
C -3.948 -1.065 -6.302 -0.58 -0.27 -3.10
O -2.760 -1.853 -6.352 0.30 -0.87 0.88
O -4.510 -1.148 -7.523 -0.28 0.24 2.50
C -4.819 -1.512 -5.055 0.17 -0.34 -2.16
F -4.866 -2.842 -4.829 0.05 0.02 0.24
F -4.347 -0.938 -3.923 -0.12 0.15 0.83
F -6.096 -1.117 -5.223 -0.02 0.15 0.61
C -1.657 -1.475 -5.568 -0.49 -0.50 -0.15
C -0.427 -2.264 -5.979 0.62 0.52 0.41
H -0.233 -2.282 -7.051 -0.56 -0.23 0.03
H 0.411 -1.647 -5.634 -1.35 -1.68 0.27
H -0.285 -3.267 -5.574 -0.62 -0.23 0.09
H -1.827 -1.645 -4.490 -0.17 -0.08 0.21
H -1.519 -0.395 -5.686 0.28 -0.15 0.04
H -3.647 -0.041 -6.019 0.19 0.54 0.28
C -1.987 3.181 2.523 -0.56 -1.02 -1.07
O -2.008 2.799 3.878 1.37 1.94 0.58
O -2.745 2.257 1.894 -0.55 0.94 -0.59
C -2.493 4.679 2.304 0.94 -0.87 -0.65
F -2.875 4.936 1.020 -0.08 -0.43 0.27
F -3.534 5.061 3.066 0.55 -0.05 0.08
F -1.415 5.473 2.481 -0.46 0.56 0.60
C -1.364 3.629 4.879 -0.59 -1.27 0.67
C -1.643 2.813 6.134 0.98 2.18 1.49
H -1.313 3.311 7.051 0.40 0.46 -0.15
H -2.720 2.717 6.245 2.37 0.89 0.22
H -1.135 1.850 6.199 -0.15 -0.13 -0.55
H -1.891 4.583 4.883 0.23 0.17 0.29
H -0.286 3.776 4.795 -0.01 0.03 -0.90
H -0.945 3.094 2.179 0.25 0.79 -0.12
C -5.114 -2.003 2.073 -1.06 1.33 0.63
O -4.877 -2.221 3.448 1.50 -0.61 1.20
O -5.554 -0.708 2.045 1.42 -0.44 -1.67
C -3.837 -2.400 1.269 -0.65 1.32 -0.60
F -3.481 -3.686 1.444 -0.45 0.47 -0.26
F -4.076 -2.198 -0.060 -0.20 -0.64 0.12
F -2.770 -1.622 1.498 -0.68 -0.31 0.15
C -5.009 -3.496 4.018 -1.90 -1.52 0.81
C -4.455 -3.680 5.440 0.86 0.92 -0.47
H -3.409 -3.366 5.374 -0.36 0.13 0.79
H -4.992 -3.144 6.223 -0.03 0.37 -0.21
H -4.449 -4.718 5.770 -0.13 -0.17 -0.44
H -4.652 -4.344 3.430 0.34 0.41 -0.35
H -6.088 -3.675 4.136 -0.20 -0.12 -0.33
H -5.859 -2.712 1.679 -0.22 -0.21 0.13
P 1.776 0.220 -6.278 -0.95 0.64 -3.07
F 1.725 1.605 -7.148 -0.24 -0.05 0.36
F 3.254 0.674 -5.797 -0.92 -0.40 0.39
F 0.892 0.952 -5.112 1.40 0.21 1.17
F 1.940 -1.156 -5.428 1.09 1.00 0.58
F 0.278 -0.198 -6.825 0.85 1.41 -0.56
F 2.273 -0.559 -7.610 1.26 0.05 0.46
```
Positions in Å, forces in eV/Å.

Its net charge is -2. The calculation puts the largest force on an atom at 5.21 eV/Å. As for the HOMO energy: -2.2 eV. The HOMO-LUMO gap is 0.1602 hartree. For the LUMO energy, the calculation gives 2.14 eV.

These are the Mulliken partial charges, in e, on atoms 1 to 99: 0.150 -0.295 -0.323 0.132 0.477 0.462 -1.123 -0.334 0.901 -0.264 0.372 0.306 0.562 -0.702 0.447 -0.513 2.042 -0.127 -0.425 -0.174 0.215 0.433 -0.090 0.142 -0.877 0.593 0.838 -0.021 -0.586 2.278 -0.445 -0.507 -0.376 -0.650 -0.384 0.635 -0.124 0.217 0.374 0.886 -0.805 -0.562 3.136 -0.998 -0.152 -0.955 -0.414 0.215 -0.245 0.261 0.623 0.012 -0.800 0.315 -0.359 0.145 0.515 0.431 -0.929 -0.416 0.631 0.525 0.384 0.372 0.262 -0.881 0.675 -0.515 1.535 -0.535 0.074 -0.639 0.290 0.060 0.414 0.349 0.651 -0.113 0.759 -0.644 -0.519 0.045 -0.084 -0.316 -0.285 0.568 -1.711 0.374 0.238 0.419 0.277 0.025 -0.233 1.187 0.526 -1.332 -0.264 -0.051 -0.296